The molecule C3H3NO at a distorted geometry. Source: the OMol25 dataset; level of theory: ωB97M-V/def2-TZVPD.

Geometry as XYZ:
```
8
Properties=species:S:1:pos:R:3
O -0.12 1.13 -0.72
N 1.96 0.18 -1.63
C 0.97 0.62 -1.21
C -0.36 -0.81 0.67
C -0.66 0.44 0.38
H -1.33 1.10 0.92
H -0.72 -1.27 1.58
H 0.27 -1.40 0.01
```

## Properties
E_tot	-6695.1004	eV
F_max	0.02144	hartree/bohr
relative energy (zero: lowest compared OMol25 entry of this formula, charge and spin)	134.3	kJ/mol
gap between HOMO and LUMO	11.20	eV
lowest unoccupied orbital energy	0.81	eV

=====

The molecule C3H3NO at a distorted geometry. Source: the OMol25 dataset; level of theory: ωB97M-V/def2-TZVPD.

Geometry as XYZ:
```
8
Properties=species:S:1:pos:R:3
O -0.66 -0.60 -1.13
N -1.21 0.29 1.83
C -0.48 0.05 0.93
C 0.28 -0.18 -0.33
C 1.53 0.36 -0.78
H 1.55 0.78 -1.80
H 2.28 -0.51 -1.06
H 1.88 1.13 0.12
```

## Properties
E_tot	-6694.6818	eV
F_max	0.16657	hartree/bohr
relative energy (zero: lowest compared OMol25 entry of this formula, charge and spin)	174.7	kJ/mol
gap between HOMO and LUMO	9.92	eV
lowest unoccupied orbital energy	-0.94	eV

=====

The molecule C3H3NO. Source: the OMol25 dataset; level of theory: ωB97M-V/def2-TZVPD.

Geometry as XYZ:
```
8
Properties=species:S:1:pos:R:3
O 2.38 0.20 1.36
N 0.45 -0.96 0.57
C 1.42 -0.33 0.95
C -0.73 0.65 -0.77
C -0.67 -0.52 -0.15
H 0.13 1.32 -0.77
H -1.48 -1.24 -0.17
H -1.63 0.97 -1.29
```

## Properties
E_tot	-6696.3753	eV
F_max	0.01553	hartree/bohr
relative energy (zero: lowest compared OMol25 entry of this formula, charge and spin)	11.3	kJ/mol
gap between HOMO and LUMO	10.37	eV
lowest unoccupied orbital energy	0.84	eV

=====

The molecule C3H3NO at a distorted geometry. Source: the OMol25 dataset; level of theory: ωB97M-V/def2-TZVPD.

Geometry as XYZ:
```
8
Properties=species:S:1:pos:R:3
O -2.03 -0.39 -0.28
N 1.35 -0.45 0.61
C 0.25 0.40 0.01
C -1.23 0.18 0.43
C 1.07 -0.62 -0.59
H -1.37 0.72 1.35
H 0.60 1.37 -0.05
H 1.37 -1.20 -1.49
```

## Properties
E_tot	-6694.0779	eV
F_max	0.05628	hartree/bohr
relative energy (zero: lowest compared OMol25 entry of this formula, charge and spin)	232.9	kJ/mol
gap between HOMO and LUMO	10.69	eV
lowest unoccupied orbital energy	0.68	eV

=====

The molecule C3H3NO at a distorted geometry. Source: the OMol25 dataset; level of theory: ωB97M-V/def2-TZVPD.

Geometry as XYZ:
```
8
Properties=species:S:1:pos:R:3
O 0.11 -1.13 -2.97
N -0.11 -0.03 -0.89
C 0.26 0.78 1.29
C -0.22 -0.17 0.46
C -0.02 -0.64 -1.88
H 0.86 1.69 0.98
H -0.84 -1.06 0.74
H -0.04 0.56 2.27
```

## Properties
E_tot	-6696.0358	eV
F_max	0.10462	hartree/bohr
relative energy (zero: lowest compared OMol25 entry of this formula, charge and spin)	44.0	kJ/mol
gap between HOMO and LUMO	10.24	eV
lowest unoccupied orbital energy	0.71	eV

=====

The molecule C3H3NO at a distorted geometry. Source: the OMol25 dataset; level of theory: ωB97M-V/def2-TZVPD.

Geometry as XYZ:
```
8
Properties=species:S:1:pos:R:3
O 1.17 0.62 -0.81
N -2.12 -0.08 -1.74
C 0.13 -0.31 0.97
C -1.16 0.08 -1.12
C 0.02 0.14 -0.29
H 1.05 -0.85 1.19
H -0.65 -0.31 1.71
H 1.56 0.71 0.09
```

## Properties
E_tot	-6694.8476	eV
F_max	0.03655	hartree/bohr
relative energy (zero: lowest compared OMol25 entry of this formula, charge and spin)	158.7	kJ/mol
gap between HOMO and LUMO	9.46	eV
lowest unoccupied orbital energy	-0.24	eV

=====

The molecule C3H3NO at a distorted geometry. Source: the OMol25 dataset; level of theory: ωB97M-V/def2-TZVPD.

Geometry as XYZ:
```
8
Properties=species:S:1:pos:R:3
O -2.44 0.26 0.61
N 0.87 1.31 -0.75
C -0.18 0.48 -0.09
C 0.78 1.40 0.50
C -1.77 0.47 -0.32
H 0.02 -0.63 -0.01
H -2.05 0.37 -1.46
H 1.17 1.71 1.46
```

## Properties
E_tot	-6693.7085	eV
F_max	0.09310	hartree/bohr
relative energy (zero: lowest compared OMol25 entry of this formula, charge and spin)	268.6	kJ/mol
gap between HOMO and LUMO	10.49	eV
lowest unoccupied orbital energy	0.86	eV

=====

A cluster of 2 separate species, C3H3NO2 in total at a distorted geometry. Source: the OMol25 dataset; level of theory: ωB97M-V/def2-TZVPD.

Geometry as XYZ:
```
9
Properties=species:S:1:pos:R:3
O -2.93 -0.59 0.65
O -3.23 2.10 0.79
N 0.39 -1.44 -0.98
C -1.90 -0.88 0.12
C -2.85 1.77 -0.21
C -0.97 -0.94 -0.69
H 0.62 -0.62 -1.74
H 0.51 -2.46 -1.20
H 0.96 -1.38 -0.12
```

## Properties
E_tot	-8739.9468	eV
F_max	0.08105	hartree/bohr
relative energy (zero: lowest compared OMol25 entry of this formula, charge and spin)	500.2	kJ/mol
gap between HOMO and LUMO	7.39	eV
lowest unoccupied orbital energy	-0.45	eV

=====

A structure of composition C3H3NO2 at a distorted geometry. Source: the OMol25 dataset; level of theory: ωB97M-V/def2-TZVPD.

Geometry as XYZ:
```
9
Properties=species:S:1:pos:R:3
O 1.48 1.85 -1.06
O -0.42 0.79 -0.49
N 0.72 -1.01 0.59
C 1.66 -0.28 0.19
C 0.97 0.92 -0.53
C -0.93 -0.29 0.13
H 0.10 -1.68 0.94
H -1.52 -0.04 1.02
H -1.49 -0.95 -0.55
```

## Properties
E_tot	-8740.5164	eV
F_max	0.07139	hartree/bohr
relative energy (zero: lowest compared OMol25 entry of this formula, charge and spin)	445.3	kJ/mol
gap between HOMO and LUMO	9.34	eV
lowest unoccupied orbital energy	0.21	eV

=====

A structure of composition C3H3NO2 at a distorted geometry. Source: the OMol25 dataset; level of theory: ωB97M-V/def2-TZVPD.

Geometry as XYZ:
```
9
Properties=species:S:1:pos:R:3
O -0.90 1.85 0.58
O 1.51 -0.09 -1.03
N 0.91 0.93 -0.61
C 0.21 -1.56 -0.09
C -0.53 -0.57 0.29
C -0.18 0.79 0.13
H -0.59 -1.48 1.10
H 0.03 -2.50 -0.60
H -0.46 2.64 0.22
```

## Properties
E_tot	-8737.9484	eV
F_max	0.05313	hartree/bohr
relative energy (zero: lowest compared OMol25 entry of this formula, charge and spin)	693.0	kJ/mol
gap between HOMO and LUMO (alpha / beta)	8.57 / 8.57	eV
lowest unoccupied orbital energy (alpha / beta)	-0.01 / -0.01	eV

=====

The molecule C3H3NO2 at a distorted geometry. Source: the OMol25 dataset; level of theory: ωB97M-V/def2-TZVPD.

Geometry as XYZ:
```
9
Properties=species:S:1:pos:R:3
O -0.03 1.86 -0.84
O -0.16 -0.45 1.66
N -0.45 0.88 1.30
C 0.12 -1.17 0.57
C -0.33 0.85 0.01
C -0.08 -0.43 -0.53
H 0.67 1.31 -1.26
H 0.44 -2.19 0.68
H -0.18 -0.67 -1.58
```

## Properties
E_tot	-8741.8716	eV
F_max	0.03592	hartree/bohr
relative energy (zero: lowest compared OMol25 entry of this formula, charge and spin)	314.5	kJ/mol
gap between HOMO and LUMO	10.89	eV
lowest unoccupied orbital energy	0.68	eV

=====

The molecule C3H3NO2 at a distorted geometry. Source: the OMol25 dataset; level of theory: ωB97M-V/def2-TZVPD.

Geometry as XYZ:
```
9
Properties=species:S:1:pos:R:3
O -0.46 0.35 -0.82
O 1.37 1.52 -1.25
N 2.34 -0.87 0.88
C 1.61 -0.23 0.25
C 0.82 0.64 -0.65
C -1.25 -0.25 0.21
H -0.89 -1.24 0.52
H -1.30 0.42 1.08
H -2.25 -0.34 -0.22
```

## Properties
E_tot	-8743.5068	eV
F_max	0.02370	hartree/bohr
relative energy (zero: lowest compared OMol25 entry of this formula, charge and spin)	156.7	kJ/mol
gap between HOMO and LUMO	11.64	eV
lowest unoccupied orbital energy	-0.07	eV

=====

A structure of composition C3H3NO2 at a distorted geometry. Source: the OMol25 dataset; level of theory: ωB97M-V/def2-TZVPD.

Geometry as XYZ:
```
9
Properties=species:S:1:pos:R:3
O -0.41 0.77 -0.50
O 1.51 1.79 -1.09
N 0.78 -1.08 0.60
C -0.96 -0.29 0.13
C 1.67 -0.33 0.16
C 0.98 0.87 -0.56
H -1.53 -0.95 -0.54
H -1.52 0.00 1.04
H 0.13 -1.71 0.98
```

## Properties
E_tot	-8740.3390	eV
F_max	0.06080	hartree/bohr
relative energy (zero: lowest compared OMol25 entry of this formula, charge and spin)	462.4	kJ/mol
gap between HOMO and LUMO	9.17	eV
lowest unoccupied orbital energy	0.26	eV

=====

A cluster of 2 separate species, C3H3NO2 in total at a distorted geometry. Source: the OMol25 dataset; level of theory: ωB97M-V/def2-TZVPD.

Geometry as XYZ:
```
9
Properties=species:S:1:pos:R:3
O -1.56 -1.73 0.66
O 1.73 -0.69 -2.23
N 1.44 0.10 -0.04
C -1.38 -0.59 0.48
C 1.64 -0.36 -1.11
C -1.29 0.71 0.48
H -0.57 1.17 1.12
H -1.55 1.34 -0.35
H 1.54 0.05 0.99
```

## Properties
E_tot	-8743.0830	eV
F_max	0.06329	hartree/bohr
relative energy (zero: lowest compared OMol25 entry of this formula, charge and spin)	197.6	kJ/mol
gap between HOMO and LUMO	9.80	eV
lowest unoccupied orbital energy	0.51	eV

=====

The molecule C3H3NO2 at a distorted geometry. Source: the OMol25 dataset; level of theory: ωB97M-V/def2-TZVPD.

Geometry as XYZ:
```
9
Properties=species:S:1:pos:R:3
O 1.98 -0.07 0.27
O -1.35 0.84 -0.05
N -0.19 -1.05 0.24
C 0.02 1.21 -0.04
C -1.36 -0.47 0.11
C 0.65 0.01 0.20
H -2.32 -0.96 0.11
H 0.39 1.35 -1.06
H 2.23 -0.99 0.10
```

## Properties
E_tot	-8742.5766	eV
F_max	0.03721	hartree/bohr
relative energy (zero: lowest compared OMol25 entry of this formula, charge and spin)	246.5	kJ/mol
gap between HOMO and LUMO	9.70	eV
lowest unoccupied orbital energy	0.69	eV

=====

The molecule C3H3NO2 at a distorted geometry. Source: the OMol25 dataset; level of theory: ωB97M-V/def2-TZVPD.

Geometry as XYZ:
```
9
Properties=species:S:1:pos:R:3
O 0.08 0.37 0.05
O -0.59 -1.65 -0.78
N -2.65 1.19 -1.41
C -0.70 -0.46 -0.61
C -1.79 0.52 -1.02
C 1.24 0.03 0.80
H 0.91 -0.57 1.67
H 2.00 -0.53 0.18
H 1.50 1.11 1.10
```

## Properties
E_tot	-8743.2700	eV
F_max	0.03994	hartree/bohr
relative energy (zero: lowest compared OMol25 entry of this formula, charge and spin)	179.6	kJ/mol
gap between HOMO and LUMO	12.24	eV
lowest unoccupied orbital energy	0.32	eV

=====

The molecule C3H3NO2 at a distorted geometry. Source: the OMol25 dataset; level of theory: ωB97M-V/def2-TZVPD.

Geometry as XYZ:
```
9
Properties=species:S:1:pos:R:3
O 0.45 -1.39 -0.02
O 2.52 -0.24 -0.11
N -0.90 -0.90 -0.17
C -0.86 0.44 -0.02
C 0.35 0.84 -0.06
C 1.22 -0.30 0.05
H -1.82 1.01 -0.33
H -1.73 -1.27 0.46
H 0.75 1.79 0.20
```

## Properties
E_tot	-8741.4731	eV
F_max	0.13431	hartree/bohr
relative energy (zero: lowest compared OMol25 entry of this formula, charge and spin)	352.9	kJ/mol
gap between HOMO and LUMO	9.87	eV
lowest unoccupied orbital energy	0.43	eV

=====

A cluster of 3 separate species, C3H3NO2 in total at a distorted geometry. Source: the OMol25 dataset; level of theory: ωB97M-V/def2-TZVPD.

Geometry as XYZ:
```
9
Properties=species:S:1:pos:R:3
O -0.12 -1.20 0.34
O -1.71 -0.59 -2.43
N 0.21 3.07 -0.66
C 0.30 1.97 -0.31
C 0.42 -1.14 1.42
C -0.65 -0.21 -2.24
H 0.09 -0.42 2.20
H 1.29 -1.77 1.67
H 0.34 0.94 -0.01
```

## Properties
E_tot	-8742.5349	eV
F_max	0.02805	hartree/bohr
relative energy (zero: lowest compared OMol25 entry of this formula, charge and spin)	250.5	kJ/mol
gap between HOMO and LUMO	11.08	eV
lowest unoccupied orbital energy	-0.08	eV

=====

A cluster of 3 separate species, C3H3NO2 in total at a distorted geometry. Source: the OMol25 dataset; level of theory: ωB97M-V/def2-TZVPD.

Geometry as XYZ:
```
9
Properties=species:S:1:pos:R:3
O 1.28 2.02 -1.86
O -0.96 0.53 -0.47
N 2.44 -1.38 1.34
C 1.58 1.05 -1.35
C -1.84 0.04 0.19
C 1.46 -1.09 0.82
H 0.56 -0.77 0.33
H -2.83 -0.16 -0.24
H -1.68 -0.25 1.25
```

## Properties
E_tot	-8742.5384	eV
F_max	0.03056	hartree/bohr
relative energy (zero: lowest compared OMol25 entry of this formula, charge and spin)	250.2	kJ/mol
gap between HOMO and LUMO	11.17	eV
lowest unoccupied orbital energy	-0.06	eV

=====

The molecule C3H3NO2S at a distorted geometry. Source: the OMol25 dataset; level of theory: ωB97M-V/def2-TZVPD.

Geometry as XYZ:
```
10
Properties=species:S:1:pos:R:3
S 0.63 2.48 0.95
O -0.41 0.72 -0.62
O -1.01 -1.28 -1.83
N 0.67 -0.23 1.11
C 0.23 -1.25 0.28
C 0.33 0.86 0.50
C -0.44 -0.69 -0.75
H -1.57 -0.59 -2.25
H 1.32 2.30 2.03
H 0.26 -2.32 0.58
```

## Properties
E_tot	-19578.8165	eV
F_max	0.04408	hartree/bohr
relative energy (zero: lowest compared OMol25 entry of this formula, charge and spin)	189.1	kJ/mol
gap between HOMO and LUMO	8.78	eV
lowest unoccupied orbital energy	0.52	eV